81
Properties=species:S:1:pos:R:3 method="wB97M-V/def2-TZVPD" smiles="COC[C@H](C)N.COC[C@H](C)N.NC(N)=O.NC(N)=O.NC(N)=O.NC(N)=O.O.O.O.O.O" gap_ev=9.114 de_lowest_kcal_mol=0.0
C 0.253 1.580 -6.865
O 1.003 2.109 -5.788
C 1.438 1.137 -4.858
C 2.733 1.550 -4.185
C 3.905 1.476 -5.148
N 2.983 0.626 -3.048
H -0.531 0.896 -6.529
H 0.924 1.067 -7.559
H -0.194 2.440 -7.359
H 0.646 1.022 -4.110
H 1.651 0.183 -5.351
H 2.631 2.547 -3.735
H 4.811 1.807 -4.643
H 3.650 2.077 -6.024
H 4.059 0.461 -5.517
H 3.852 0.939 -2.621
H 2.302 0.847 -2.316
C 0.269 1.808 -1.436
O 1.256 1.154 -0.682
C 0.792 -0.044 -0.128
C -0.416 0.057 0.792
C -0.284 1.278 1.721
N -0.579 -1.168 1.636
H 0.618 2.435 -2.256
H -0.393 2.490 -0.892
H -0.403 1.084 -1.917
H 0.660 -0.815 -0.904
H 1.578 -0.487 0.494
H -1.380 0.130 0.278
H 0.611 1.111 2.330
H -1.099 1.373 2.440
H -0.155 2.214 1.184
H 0.248 -1.301 2.223
H -1.301 -0.828 2.267
N 0.341 -4.326 2.266
C -0.910 -4.791 1.926
N -1.699 -3.903 1.289
O -1.214 -5.952 2.181
H 0.694 -3.520 1.789
H 0.857 -4.923 2.882
H -1.422 -2.923 1.196
H -2.663 -4.105 1.093
N 2.765 -0.318 5.254
C 1.787 -0.751 4.428
N 0.527 -0.473 4.928
O 1.978 -1.188 3.307
H 3.726 -0.449 5.000
H 2.571 0.035 6.174
H 0.528 0.029 5.800
H -0.229 -1.100 4.715
N -0.895 4.506 -2.856
C -1.894 3.968 -3.609
N -1.530 3.429 -4.809
O -3.046 4.013 -3.211
H 0.076 4.538 -3.099
H -1.278 4.997 -2.068
H -0.543 3.358 -5.004
H -2.195 2.889 -5.329
N -3.249 -3.065 3.705
C -3.462 -1.756 3.981
N -2.865 -1.356 5.159
O -4.071 -1.009 3.233
H -2.644 -3.580 4.320
H -3.748 -3.595 3.015
H -2.382 -2.012 5.745
H -2.762 -0.382 5.379
O -4.222 -2.355 0.689
H -4.245 -1.634 1.335
H -3.669 -2.051 -0.046
O -2.288 -1.960 -1.390
H -1.354 -2.113 -1.210
H -2.407 -1.010 -1.281
O -4.163 1.883 3.380
H -3.767 1.047 3.097
H -3.488 2.318 3.908
O 3.676 1.195 2.227
H 3.334 0.305 2.092
H 4.405 1.082 2.842
O 3.953 -1.949 1.539
H 3.032 -1.809 1.798
H 3.918 -2.489 0.743

***

72
Properties=species:S:1:pos:R:3 method="wB97M-V/def2-TZVPD" smiles=CO.CO.CO.CO.CO.CO.CO.CO.CO.CO.CO.CO gap_ev=9.959 de_lowest_kcal_mol=159.2
C 2.571 -5.641 -17.381
O 1.632 -6.708 -17.229
H 3.048 -5.618 -18.361
H 2.033 -4.713 -17.187
H 3.315 -5.724 -16.589
H 2.101 -7.502 -16.963
C 1.674 -8.095 -21.974
O 1.295 -7.890 -23.283
H 1.186 -9.005 -21.627
H 2.758 -8.202 -21.926
H 1.368 -7.203 -21.429
H 1.724 -8.584 -23.789
C -2.572 -8.114 -15.128
O -2.260 -7.205 -16.149
H -2.481 -7.643 -14.148
H -3.608 -8.429 -15.255
H -1.940 -8.996 -15.225
H -1.306 -7.262 -16.234
C 5.094 -10.443 -19.135
O 5.374 -10.941 -17.833
H 5.749 -9.609 -19.389
H 5.177 -11.205 -19.910
H 4.077 -10.050 -19.116
H 6.259 -11.312 -17.868
C 1.455 -1.111 -19.869
O 2.591 -0.766 -19.100
H 0.521 -0.865 -19.366
H 1.328 -0.585 -20.815
H 1.442 -2.149 -20.203
H 2.398 0.121 -18.789
C 7.312 -5.104 -13.633
O 7.004 -4.024 -12.821
H 8.372 -5.081 -13.885
H 7.071 -6.114 -13.299
H 6.859 -5.034 -14.622
H 7.234 -3.185 -13.226
C 4.526 -4.030 -22.900
O 4.707 -4.455 -24.231
H 4.902 -3.009 -22.830
H 3.464 -3.951 -22.667
H 5.052 -4.657 -22.181
H 4.055 -4.067 -24.818
C -2.936 -3.124 -17.700
O -3.781 -3.729 -16.746
H -3.388 -2.243 -18.155
H -1.963 -2.858 -17.288
H -2.692 -3.885 -18.441
H -3.401 -4.596 -16.586
C 1.712 -1.357 -12.896
O 0.968 -1.534 -11.711
H 2.640 -1.919 -12.786
H 1.248 -1.931 -13.698
H 1.917 -0.353 -13.268
H 1.387 -1.096 -10.967
C 0.671 -13.031 -17.536
O 0.061 -11.721 -17.559
H 0.996 -13.296 -16.529
H -0.064 -13.726 -17.943
H 1.502 -13.123 -18.235
H 0.627 -11.139 -17.047
C 6.633 -2.368 -18.222
O 5.685 -1.913 -17.240
H 6.555 -1.773 -19.132
H 7.666 -2.213 -17.911
H 6.419 -3.387 -18.544
H 4.870 -1.687 -17.694
C 2.942 -9.573 -14.153
O 2.558 -9.933 -15.466
H 2.104 -9.093 -13.647
H 3.150 -10.501 -13.620
H 3.831 -8.944 -14.184
H 3.308 -10.400 -15.840

***

81
Properties=species:S:1:pos:R:3 method="wB97M-V/def2-TZVPD" gap_ev=8.620 de_lowest_kcal_mol=68.7
O -2.211 2.552 -2.815
H -2.650 2.862 -2.045
H -1.254 2.459 -2.564
O 1.809 -0.567 3.353
H 2.026 -1.457 3.083
H 2.389 0.023 2.861
O 0.986 -2.068 -2.145
H 1.699 -1.453 -1.868
H 0.210 -1.550 -2.076
O 0.453 4.012 0.301
H 1.242 4.169 -0.252
H 0.772 4.024 1.188
O -1.076 -0.353 -1.902
H -1.987 -0.483 -1.810
H -0.876 0.323 -1.304
O 0.572 2.770 -2.985
H 0.469 3.302 -3.745
H 0.704 1.969 -3.426
O 1.099 3.652 2.888
H 1.695 4.404 2.775
H 1.589 2.958 3.314
C -0.740 5.959 -2.444
C -0.849 7.447 -2.957
O -0.797 7.398 -4.382
O -0.759 6.068 -1.011
H 0.228 5.594 -2.796
H -1.508 5.226 -2.769
H 0.011 8.091 -2.644
H -1.813 7.902 -2.814
H -0.465 8.222 -4.797
H -0.602 5.186 -0.682
C 2.637 0.003 -0.300
C 3.138 1.299 0.436
O 3.158 1.241 1.844
O 2.627 0.250 -1.651
H 1.597 -0.110 0.019
H 3.220 -0.849 -0.066
H 2.395 2.082 0.203
H 4.038 1.603 0.098
H 3.498 2.067 2.122
H 3.530 0.576 -1.794
C 2.383 -3.952 1.609
C 1.520 -3.670 0.379
O 0.763 -4.761 0.013
O 2.958 -2.780 2.196
H 3.092 -4.718 1.388
H 1.772 -4.533 2.299
H 2.218 -3.498 -0.422
H 0.956 -2.739 0.554
H 0.375 -4.540 -0.829
H 3.899 -2.749 2.022
C -1.959 -3.159 -1.183
C -3.341 -2.655 -0.882
O -3.419 -1.458 -1.528
O -1.881 -4.524 -1.029
H -1.216 -2.544 -0.615
H -1.772 -2.945 -2.220
H -3.480 -2.526 0.215
H -4.026 -3.332 -1.347
H -3.651 -1.717 -2.400
H -1.909 -4.801 -0.065
C -0.880 -0.250 1.269
C -0.473 1.171 1.190
O -0.326 1.491 -0.118
O -0.865 -0.604 2.563
H -0.184 -0.926 0.763
H -1.872 -0.551 0.852
H 0.438 1.395 1.831
H -1.272 1.830 1.557
H -0.379 2.500 -0.202
H 0.046 -0.541 2.927
C -1.980 -3.774 2.462
C -1.589 -5.234 2.506
O -2.124 -5.853 1.377
O -1.570 -3.017 3.545
H -3.044 -3.638 2.376
H -1.365 -3.301 1.731
H -1.981 -5.669 3.367
H -0.471 -5.356 2.532
H -1.934 -6.795 1.508
H -1.653 -2.060 3.364

***

82
Properties=species:S:1:pos:R:3 method="wB97M-V/def2-TZVPD" charge=-3 gap_ev="5.894 / 4.856" multiplicity=7
Mn -0.018 2.561 0.623
Al 0.983 0.454 -3.620
B -2.158 -0.771 -3.920
H -2.734 -1.315 -4.653
H -1.195 -1.164 -3.634
H -2.107 0.220 -4.345
H -2.739 -0.732 -3.012
B 3.806 -0.475 -2.315
H 3.303 -1.084 -3.050
H 3.082 -0.116 -1.600
H 4.697 -0.916 -1.894
H 4.143 0.417 -2.820
B 0.048 0.756 -0.661
H -0.748 0.787 0.066
H 0.068 -0.155 -1.239
H -0.156 1.575 -1.333
H 0.953 0.912 -0.093
B -1.785 3.549 -0.625
H -0.735 3.482 -0.865
H -2.342 2.707 -1.007
H -1.869 3.646 0.446
H -1.978 4.506 -1.084
B -1.512 2.774 -3.643
H -1.715 1.950 -2.976
H -2.347 3.109 -4.238
H -1.157 3.622 -3.078
H -0.743 2.450 -4.326
B 2.320 3.128 -0.047
H 2.816 2.365 -0.626
H 1.457 3.348 -0.656
H 1.982 2.659 0.865
H 2.939 4.011 -0.024
B -0.306 1.789 2.635
H -0.395 1.872 3.707
H -1.043 2.462 2.226
H 0.695 2.128 2.420
H -0.341 0.736 2.401
C 3.653 -0.584 3.132
C 4.888 -0.820 2.351
C 5.924 0.236 2.772
S 4.889 1.832 2.597
O 4.998 2.257 1.194
O 5.288 2.653 3.713
C 3.247 0.880 2.785
H 3.857 -0.717 4.194
H 2.906 -1.271 2.736
H 4.509 -0.836 1.329
H 5.231 -1.787 2.718
H 6.694 0.225 2.000
H 6.298 0.156 3.793
H 2.768 0.868 1.806
H 2.492 1.327 3.431
C -4.347 -0.034 0.816
C -4.553 -1.532 1.024
C -5.134 -2.170 -0.153
S -5.940 -0.880 -1.222
O -7.431 -1.179 -1.297
O -5.201 -0.708 -2.468
C -5.531 0.454 -0.051
H -3.471 0.196 0.208
H -4.287 0.451 1.790
H -5.349 -1.520 1.768
H -3.716 -2.136 1.376
H -5.823 -2.991 0.042
H -4.291 -2.537 -0.738
H -6.442 0.484 0.547
H -5.471 1.344 -0.677
C -0.392 -3.358 1.490
C 1.125 -3.432 1.375
C 1.747 -3.075 -0.031
S 0.407 -3.389 -1.244
O 0.593 -4.856 -1.648
O 0.501 -2.325 -2.253
C -0.985 -3.022 0.001
H -0.752 -2.699 2.280
H -0.700 -4.355 1.805
H 1.410 -4.449 1.641
H 1.676 -2.849 2.113
H 2.627 -3.541 -0.472
H 1.860 -1.991 0.011
H -1.774 -3.609 -0.467
H -1.167 -1.954 -0.123

***

96
Properties=species:S:1:pos:R:3 method="wB97M-V/def2-TZVPD" charge=+1 gap_ev=9.211
C -1.832 1.568 0.091
C -0.751 0.784 0.274
N -0.238 -0.149 -0.757
C -0.469 -1.664 -0.653
Br -2.283 -1.874 -1.251
C 0.678 -2.191 -1.564
C 0.928 -3.708 -1.766
C 2.126 -4.327 -1.032
C -0.326 -4.586 -1.580
C -1.223 -4.620 -2.838
C 1.824 -1.285 -0.995
C 2.151 -1.484 0.481
F 1.631 -0.456 1.217
F 1.638 -2.601 1.019
C 3.719 -1.469 0.703
F 4.067 -0.378 1.437
F 4.068 -2.576 1.396
C 1.177 0.069 -1.312
P 2.040 1.660 -1.010
O 2.489 2.000 0.465
O 1.030 2.830 -1.490
S 3.557 1.669 -2.201
H -2.778 1.204 -0.290
H -1.743 2.604 0.404
H -0.250 0.798 1.231
H -0.837 0.085 -1.558
H -0.485 -2.040 0.362
H 0.314 -1.870 -2.542
H 1.155 -3.813 -2.820
H 1.764 -4.599 -0.040
H 2.984 -3.669 -0.909
H 2.412 -5.258 -1.501
H 0.022 -5.606 -1.434
H -0.897 -4.291 -0.701
H -0.791 -4.032 -3.649
H -1.321 -5.626 -3.234
H -2.199 -4.198 -2.663
H 2.642 -1.405 -1.701
H 4.270 -1.410 -0.235
H 1.014 0.128 -2.384
H 3.455 1.907 0.458
H 0.438 2.431 -2.143
O -0.460 -1.252 3.586
H 0.327 -0.968 3.108
H -0.124 -1.864 4.252
O -4.781 2.058 0.863
H -5.470 2.063 0.192
H -5.054 2.736 1.492
O 2.900 -4.522 -3.959
H 3.431 -5.325 -3.916
H 3.553 -3.816 -4.005
O -3.991 -4.313 -4.199
H -4.804 -4.059 -3.747
H -4.140 -5.230 -4.447
O 3.649 4.748 2.046
H 2.802 5.019 2.414
H 3.498 3.853 1.730
O -1.018 1.061 5.414
H -0.202 1.569 5.448
H -0.780 0.230 4.981
O -0.669 5.175 -2.371
H -0.100 4.439 -2.154
H -0.049 5.867 -2.639
O -5.530 -1.572 -2.466
H -4.620 -1.753 -2.216
H -6.000 -1.473 -1.631
O -4.745 2.457 3.859
H -3.838 2.177 4.017
H -5.179 2.377 4.720
O -0.387 4.505 0.598
H 0.268 3.880 0.276
H 0.130 5.261 0.894
O -3.113 0.860 -2.926
H -3.933 0.415 -3.177
H -2.970 1.503 -3.629
O 1.993 6.201 -2.297
H 2.469 5.365 -2.303
H 2.690 6.854 -2.183
O 6.112 -4.530 0.849
H 5.371 -3.945 1.035
H 6.553 -4.648 1.696
O -2.976 -2.584 1.687
H -3.742 -2.047 1.915
H -2.464 -2.615 2.503
O -5.040 5.233 3.141
H -5.201 5.649 3.992
H -5.052 4.283 3.330
O 7.333 -1.387 0.713
H 6.502 -1.081 1.087
H 7.139 -2.279 0.392
O -6.260 3.025 6.442
H -7.004 3.533 6.778
H -5.767 2.770 7.228
O 4.396 5.929 -0.931
H 5.278 5.653 -0.663
H 3.904 5.965 -0.102